This record from OMol25 describes a structure of composition C40H23ClIN10O7V. The level of theory is ωB97M-V with the def2-TZVPD basis set.

```
! wB97M-V def2-TZVPD RIJCOSX def2/J DEFGRID3
* xyz -1 4
C 0.54 -2.21 1.74
C 3.50 0.41 -0.14
C -7.12 2.78 -0.83
C 1.88 -2.33 2.41
H -2.97 -0.92 3.24
H 6.17 2.80 1.29
C -1.50 1.86 -0.52
C 4.09 2.22 1.31
H 0.03 -1.06 6.04
C 4.06 -1.51 -2.00
C 0.57 -0.98 -2.66
H -1.02 -3.04 -6.57
C 1.68 2.14 -2.14
C -0.54 2.13 -1.57
C 5.42 2.13 0.89
C -2.01 -0.55 3.58
O 0.76 -5.11 3.07
N 0.13 3.15 -3.63
O 0.35 -1.17 1.02
C -2.42 -2.69 -4.98
H -5.34 1.96 -1.69
Cl 7.43 1.09 -0.57
C -5.10 2.40 0.40
O 1.91 -0.87 -2.80
H -7.65 3.66 2.24
O 1.82 1.45 1.08
C -5.80 2.35 -0.80
H -3.19 2.78 -1.46
H -5.29 2.94 2.48
N 2.69 -1.29 2.41
C -0.08 -2.05 -4.93
C -1.57 -1.61 -3.03
C 5.76 1.19 -0.05
N 2.45 -0.34 -0.55
C -5.78 2.87 1.52
C 2.64 -1.30 -1.58
H 0.28 -4.34 2.63
H -3.24 -3.17 -5.51
H 2.16 -2.25 -1.30
H 2.69 1.85 -1.92
O 2.75 -5.62 3.90
C 1.38 2.87 -3.27
N -0.09 -0.70 -1.52
O -0.31 -3.08 1.92
V 0.73 0.28 0.09
C 3.10 1.40 0.81
N -7.77 3.25 0.24
H 1.34 0.66 4.71
N -1.54 -1.06 4.72
C 4.82 0.30 -0.59
N -1.00 1.20 0.55
C -1.43 -1.07 -1.68
H 6.07 -0.91 -1.91
H 4.21 -2.31 -2.72
C -2.64 -2.19 -3.71
H 4.55 -1.05 3.15
N 3.78 -1.69 3.05
C -3.15 1.37 1.59
H -3.61 -2.26 -3.23
H 0.90 -2.00 -5.39
C -1.28 0.39 2.84
C 3.71 -2.97 3.47
H -7.69 2.76 -1.75
H 2.16 3.23 -3.94
C 2.00 -4.82 3.38
N -0.10 0.82 3.27
C 5.06 -0.74 -1.57
H 4.50 -3.46 4.01
O -2.31 -0.91 -0.82
C 0.37 0.30 4.39
C -1.81 1.00 1.60
H -3.77 1.17 2.44
H -1.84 3.00 -3.07
C -0.29 -1.54 -3.64
C -7.10 3.28 1.39
I 3.50 3.65 2.74
C 2.47 -3.43 3.09
C -2.83 2.26 -0.58
C -0.35 -0.64 5.12
N 0.73 1.74 -1.30
C -0.82 2.78 -2.78
C -3.68 1.99 0.47
C -1.15 -2.62 -5.58
*
```

Gap between HOMO and LUMO (alpha / beta): 4.5 / 5.6 eV
Expectation value of S²: 3.785
Highest occupied orbital energy (alpha / beta): -3.47 / -4.72 eV